The following is a DFT calculation (ωB97M-V/def2-TZVPD) of a cluster of 8 separate species, C57H56BN11O17 in total.

- LUMO level: -0.029 hartree
- SMILES string: CCB(O)c1nc2c(O)ccc(CCC(N)=O)c2nc1CCN.O=[N+]([O-])c1ccccc1.O=[N+]([O-])c1ccccc1.O=[N+]([O-])c1ccccc1.O=[N+]([O-])c1ccccc1.O=[N+]([O-])c1ccccc1.O=[N+]([O-])c1ccccc1.O=[N+]([O-])c1ccccc1
- F_max: 0.020 hartree/bohr

ORCA input file:
```
! RIJCOSX wB97M-V def2-TZVPD def2/J DEFGRID3
* xyz 0 1
H -4.136 -3.022 -1.918
C -7.228 5.669 1.531
H 2.749 0.857 -2.536
H 2.784 -3.698 3.709
C -6.384 6.458 3.637
O -6.630 8.090 -0.985
C 2.398 -3.909 1.838
H 10.538 -0.575 -0.099
H -1.852 -1.557 2.412
O 1.868 -6.318 10.060
H -0.895 1.510 2.365
H 0.976 -0.640 -3.253
C -7.013 5.475 2.885
O 1.711 -8.339 9.339
C 3.468 -3.770 -2.303
C -6.803 6.850 0.950
O 9.339 1.753 -2.421
C -5.961 7.635 3.035
C -7.006 1.835 -3.514
O -7.330 2.263 -6.170
C 1.138 -7.535 6.815
H -5.841 8.750 1.205
C 5.353 1.888 -3.268
C -6.256 2.717 -1.410
H 0.645 -7.748 4.745
O 9.396 3.851 -1.966
C -4.555 -5.081 -2.343
C 3.616 -4.752 -0.021
N 8.819 2.838 -2.306
C -2.016 -0.705 1.752
C 0.259 0.147 -1.356
C -0.046 8.386 3.718
H -3.557 -1.785 0.683
N 1.679 -7.135 9.182
H -7.455 1.043 -4.094
C 7.390 2.931 -2.603
H 2.638 -5.783 -2.331
C 0.761 0.313 -2.778
H 2.005 1.508 -3.829
C -1.765 6.747 2.269
C 1.370 -5.265 7.613
H 2.726 -4.297 -5.715
H -8.227 -4.222 -1.501
H -1.966 -1.990 -0.003
C -4.893 -3.790 -1.974
N 7.305 -3.786 -0.571
C 0.817 -5.686 5.310
C 0.007 8.369 2.330
H -1.002 7.593 5.466
N -2.754 5.907 4.356
O -7.611 6.176 -1.091
C -5.536 -6.062 -2.415
O -2.787 5.968 5.569
N -7.038 7.060 -0.487
C 4.718 3.120 -3.198
H 3.815 -5.511 -3.567
C 1.852 -4.770 -3.963
H -5.271 -7.068 -2.710
H -5.468 8.398 3.622
H 3.711 -5.549 1.975
C 1.081 -4.794 6.342
H 0.624 9.023 4.279
C -1.798 6.774 3.651
O 2.029 -3.954 3.173
N 0.940 -2.034 1.586
H -0.813 7.544 0.527
C 1.390 -6.630 7.830
O -5.685 -1.301 -1.295
H -0.042 0.768 -3.350
O 7.065 -3.700 0.615
H -6.127 2.604 -0.341
H 0.722 8.993 1.811
H 4.802 1.005 -3.561
O -7.734 -1.895 -1.030
H 4.310 -5.486 -0.390
N -6.574 -2.128 -1.305
N 1.667 -1.850 -1.147
C 9.614 -2.123 -2.971
C -6.856 -5.755 -2.111
O -6.397 4.199 -6.081
H 8.083 -3.617 -3.126
O 0.752 -5.244 -3.805
H 0.553 1.045 -0.820
H -2.681 0.011 2.227
C 8.342 -2.908 -1.118
C -0.956 7.585 4.388
C -6.010 4.036 -3.403
O 6.731 -4.545 -1.329
H 0.587 -5.313 4.326
C 10.002 -1.242 -0.761
H -7.337 4.557 3.355
H 1.057 -3.729 6.155
C -7.203 -4.467 -1.738
H -2.806 -0.457 -0.238
C 3.086 -3.792 -0.843
H 9.849 -2.143 -4.026
N 2.126 -3.878 -5.018
C -6.594 3.008 -4.120
H 1.573 -4.576 8.419
H -5.391 4.677 -1.460
H -7.150 0.783 -1.655
C 0.472 -1.111 0.804
H 8.771 -2.043 0.796
H 3.107 -2.880 -2.795
C -6.214 -3.503 -1.681
C 0.851 -1.008 -0.569
C 5.432 4.249 -2.820
N -6.789 3.170 -5.569
O -0.230 1.159 1.763
C 1.828 -2.910 1.032
C 10.305 -1.271 -2.118
H -6.219 6.305 4.695
H 1.243 -3.611 -5.432
H -3.527 -5.322 -2.578
H 4.549 -3.796 -2.318
H 4.936 5.208 -2.765
N 1.878 1.260 -2.857
H -5.692 4.942 -3.896
C -5.843 3.884 -2.037
C -2.632 -1.269 0.459
H -0.821 0.062 -1.320
C 2.181 -2.839 -0.317
C 0.848 -7.054 5.548
H -7.717 4.909 0.939
O -3.462 5.186 3.682
C -6.169 7.838 1.680
H 3.666 3.204 -3.435
C 6.774 4.158 -2.519
C -0.854 7.554 1.607
H 11.081 -0.627 -2.509
B -0.578 -0.120 1.464
H 7.330 5.035 -2.225
H 7.206 0.834 -3.027
H -7.618 -6.521 -2.166
C 6.702 1.788 -2.971
C 3.276 -4.809 1.330
H -2.436 6.109 1.713
C 8.624 -2.952 -2.470
H 1.165 -8.597 7.006
C 9.014 -2.063 -0.255
C 2.991 -5.044 -3.036
C -6.835 1.692 -2.147
*
```

Here are the Löwdin charges for atoms 1 to 99, given in e: number 1, H, carries 0.114; number 2, C, carries -0.002; number 3, H, carries 0.050; number 4, H, carries 0.113; number 5, C, carries -0.078; number 6, O, carries 0.078; number 7, C, carries -0.247; number 8, H, carries 0.113; number 9, H, carries 0.108; number 10, O, carries 0.074; number 11, H, carries 0.106; number 12, H, carries 0.097; number 13, C, carries -0.059; number 14, O, carries 0.075; number 15, C, carries -0.120; number 16, C, carries -0.150; number 17, O, carries 0.070; number 18, C, carries -0.069; number 19, C, carries 0.003; number 20, O, carries 0.073; number 21, C, carries -0.006; number 22, H, carries 0.119; number 23, C, carries -0.067; number 24, C, carries -0.065; number 25, H, carries 0.108; number 26, O, carries 0.084; number 27, C, carries -0.057; number 28, C, carries -0.029; number 29, N, carries -0.352; number 30, C, carries -0.136; number 31, C, carries -0.113; number 32, C, carries -0.064; number 33, H, carries 0.065; number 34, N, carries -0.356; number 35, H, carries 0.119; number 36, C, carries -0.151; number 37, H, carries 0.113; number 38, C, carries -0.272; number 39, H, carries 0.059; number 40, C, carries -0.004; number 41, C, carries -0.005; number 42, H, carries 0.094; number 43, H, carries 0.119; number 44, H, carries 0.074; number 45, C, carries -0.001; number 46, N, carries -0.340; number 47, C, carries -0.071; number 48, C, carries -0.069; number 49, H, carries 0.120; number 50, N, carries -0.349; number 51, O, carries 0.068; number 52, C, carries -0.067; number 53, O, carries 0.078; number 54, N, carries -0.349; number 55, C, carries -0.067; number 56, H, carries 0.121; number 57, C, carries -0.529; number 58, H, carries 0.108; number 59, H, carries 0.110; number 60, H, carries 0.122; number 61, C, carries -0.063; number 62, H, carries 0.109; number 63, C, carries -0.151; number 64, O, carries 0.016; number 65, N, carries 0.212; number 66, H, carries 0.109; number 67, C, carries -0.152; number 68, O, carries 0.063; number 69, H, carries 0.109; number 70, O, carries 0.083; number 71, H, carries 0.107; number 72, H, carries 0.108; number 73, H, carries 0.099; number 74, O, carries 0.078; number 75, H, carries 0.115; number 76, N, carries -0.341; number 77, N, carries 0.205; number 78, C, carries -0.063; number 79, C, carries -0.064; number 80, O, carries 0.075; number 81, H, carries 0.117; number 82, O, carries 0.077; number 83, H, carries 0.120; number 84, H, carries 0.098; number 85, C, carries -0.152; number 86, C, carries -0.003; number 87, C, carries -0.001; number 88, O, carries 0.058; number 89, H, carries 0.091; number 90, C, carries -0.061; number 91, H, carries 0.111; number 92, H, carries 0.110; number 93, C, carries -0.003; number 94, H, carries 0.070; number 95, C, carries -0.156; number 96, H, carries 0.109; number 97, N, carries 0.127; number 98, C, carries -0.146; number 99, H, carries 0.118